{
  "formula": "C24H37FN2O2",
  "method": "ωB97M-V/def2-TZVPD",
  "elements": ["C", "C", "C", "C", "C", "O", "N", "C", "C", "C", "C", "C", "C", "C", "N", "C", "O", "C", "C", "C", "C", "C", "C", "C", "C", "C", "C", "C", "F", "H", "H", "H", "H", "H", "H", "H", "H", "H", "H", "H", "H", "H", "H", "H", "H", "H", "H", "H", "H", "H", "H", "H", "H", "H", "H", "H", "H", "H", "H", "H", "H", "H", "H", "H", "H", "H"],
  "positions_angstrom": [[-4.1375, -0.4000, -4.2619], [-3.3602, -0.9633, -3.1073], [-3.3904, -0.4020, -1.8361], [-2.6712, -0.9504, -0.7788], [-2.7607, -0.3901, 0.6123], [-3.0222, -1.1276, 1.5479], [-2.5601, 0.9517, 0.7807], [-2.7091, 1.4703, 2.1292], [-1.7447, 1.7621, -0.1180], [-0.2936, 1.8900, 0.3404], [0.3836, 0.5375, 0.5243], [1.8700, 0.6520, 0.8344], [2.5372, -0.7038, 1.0444], [4.0608, -0.6237, 1.0611], [4.6032, -0.3150, -0.2529], [4.9982, -1.2937, -1.1101], [4.9502, -2.4738, -0.8036], [5.4463, -0.8575, -2.4964], [4.3723, -0.3193, -3.4649], [3.4743, 0.7792, -2.8899], [2.4444, 1.2754, -3.9018], [3.1201, 1.7707, -5.1739], [3.9982, 0.6734, -5.7617], [5.0428, 0.1611, -4.7660], [5.8965, -0.9182, -5.4278], [-1.9125, -2.0959, -0.9823], [-1.8450, -2.6683, -2.2438], [-2.5656, -2.0894, -3.2677], [-2.5030, -2.6503, -4.4944], [-3.4695, -0.0442, -5.0479], [-4.7817, -1.1577, -4.7084], [-4.7570, 0.4334, -3.9348], [-4.0018, 0.4772, -1.6658], [-3.5167, 0.9432, 2.6275], [-1.8007, 1.3335, 2.7233], [-2.9347, 2.5355, 2.0748], [-1.7645, 1.3133, -1.1073], [-2.2025, 2.7520, -0.1971], [0.2415, 2.4734, -0.4154], [-0.2352, 2.4663, 1.2687], [-0.1144, -0.0200, 1.3252], [0.2548, -0.0586, -0.3866], [2.3581, 1.1818, 0.0097], [2.0174, 1.2731, 1.7250], [2.1871, -1.1406, 1.9837], [2.2457, -1.3955, 0.2482], [4.3964, 0.1417, 1.7643], [4.4872, -1.5768, 1.3660], [4.6702, 0.6406, -0.5515], [6.2156, -0.0832, -2.3813], [5.9250, -1.7317, -2.9286], [3.7208, -1.1630, -3.7311], [2.9553, 0.4057, -2.0089], [4.0966, 1.6270, -2.5683], [1.7663, 0.4518, -4.1509], [1.8317, 2.0619, -3.4546], [2.3763, 2.0963, -5.9042], [3.7373, 2.6452, -4.9399], [3.3687, -0.1694, -6.0720], [4.5058, 1.0307, -6.6609], [5.6937, 1.0054, -4.4984], [5.3067, -1.8241, -5.5919], [6.2529, -0.5744, -6.4001], [6.7700, -1.1886, -4.8357], [-1.3829, -2.5364, -0.1479], [-1.2559, -3.5530, -2.4415]],
  "total_energy_ev": -35283.2714,
  "relative_energy_ev": 0.358,
  "charge": 0,
  "lumo_ha": 0.0190,
  "smiles": "Cc1cc(C(=O)N(C)CCCCCCNC(=O)C[C@H]2CCCC[C@@H]2C)ccc1F",
  "max_force_ev_per_a": 0.63,
  "spin_multiplicity": 1,
  "gap_ha": 0.3541
}